{
  "formula": "C34H43BCoN9O2",
  "method": "ωB97M-V/def2-TZVPD",
  "symbols": ["Co", "C", "C", "C", "C", "C", "N", "N", "B", "N", "N", "C", "C", "C", "C", "C", "N", "N", "C", "C", "C", "C", "C", "H", "H", "H", "H", "H", "H", "H", "H", "H", "H", "H", "H", "H", "H", "H", "H", "H", "H", "H", "H", "H", "H", "C", "C", "C", "C", "N", "N", "C", "H", "H", "H", "H", "H", "H", "H", "H", "C", "O", "C", "C", "C", "C", "C", "C", "N", "C", "C", "C", "C", "C", "C", "C", "O", "H", "H", "H", "H", "H", "H", "H", "H", "H", "H", "H", "H", "H"],
  "coordinates": [[0.003, -0.477, 0.095], [-0.344, 1.466, -2.932], [0.602, 0.313, -2.882], [1.359, -0.231, -3.926], [2.062, -1.282, -3.365], [3.027, -2.225, -3.999], [1.715, -1.350, -2.068], [0.831, -0.373, -1.764], [2.223, -2.237, -0.921], [2.696, -1.307, 0.223], [1.840, -0.445, 0.853], [2.493, 0.040, 1.912], [1.919, 0.967, 2.931], [3.792, -0.474, 1.938], [3.877, -1.331, 0.863], [5.024, -2.180, 0.427], [1.060, -3.092, -0.354], [0.147, -2.461, 0.423], [-0.638, -3.385, 0.959], [-1.713, -2.999, 1.921], [-0.229, -4.651, 0.518], [0.861, -4.421, -0.305], [1.731, -5.393, -1.029], [-0.901, 1.456, -3.869], [0.193, 2.415, -2.880], [-1.056, 1.422, -2.106], [1.397, 0.103, -4.949], [3.131, -1.983, -5.055], [2.688, -3.258, -3.915], [4.011, -2.162, -3.534], [3.108, -2.942, -1.300], [0.840, 0.893, 2.990], [2.186, 2.005, 2.723], [2.328, 0.716, 3.909], [4.558, -0.263, 2.665], [5.891, -1.963, 1.047], [5.288, -1.991, -0.614], [4.791, -3.241, 0.523], [-1.425, -2.074, 2.424], [-1.843, -3.764, 2.685], [-2.671, -2.842, 1.421], [-0.653, -5.606, 0.778], [1.313, -6.394, -0.945], [2.738, -5.407, -0.611], [1.816, -5.142, -2.086], [-2.423, 2.141, 4.314], [-1.648, 2.079, 3.042], [-0.875, 3.025, 2.406], [-0.326, 2.384, 1.282], [-0.752, 1.127, 1.223], [-1.563, 0.964, 2.290], [0.645, 2.927, 0.290], [-2.434, 3.163, 4.686], [-1.969, 1.510, 5.078], [-3.453, 1.816, 4.179], [-0.705, 4.039, 2.724], [-2.018, 0.077, 2.436], [0.956, 3.929, 0.577], [0.199, 2.979, -0.701], [1.528, 2.289, 0.225], [-4.718, 3.370, 1.082], [-5.480, 2.557, 0.192], [-5.395, 1.206, 0.437], [-6.083, 0.613, 1.480], [-6.079, -0.769, 1.601], [-5.397, -1.545, 0.673], [-4.698, -0.954, -0.368], [-4.691, 0.429, -0.483], [-4.185, 1.150, -1.591], [-3.493, 0.771, -2.648], [-2.696, -0.349, -2.873], [-2.549, -0.713, -4.253], [-1.913, -1.850, -4.625], [-1.373, -2.682, -3.612], [-1.403, -2.324, -2.298], [-1.977, -1.089, -1.870], [-1.809, -0.642, -0.684], [-5.000, 3.160, 2.115], [-4.955, 4.405, 0.848], [-3.648, 3.195, 0.948], [-6.647, 1.236, 2.161], [-6.630, -1.240, 2.404], [-5.410, -2.624, 0.753], [-4.197, -1.573, -1.097], [-4.607, 2.070, -1.645], [-3.618, 1.451, -3.488], [-3.005, -0.072, -4.999], [-1.830, -2.129, -5.665], [-0.909, -3.620, -3.893], [-0.963, -2.956, -1.542]],
  "lumo_ev": [-3.235, -3.219],
  "spin_multiplicity": 2,
  "total_charge": 1,
  "e_tot_ev": -91763.7982,
  "max_force_ev_per_a": 0.5
}

=====

{
  "formula": "C3H33O14",
  "method": "ωB97M-V/def2-TZVPD",
  "symbols": ["C", "C", "C", "O", "H", "H", "H", "H", "H", "H", "H", "O", "H", "H", "O", "H", "H", "O", "H", "H", "O", "H", "H", "O", "H", "H", "O", "H", "H", "O", "H", "H", "O", "H", "H", "O", "H", "H", "O", "H", "H", "O", "H", "H", "O", "H", "H", "O", "H", "H"],
  "coordinates": [[-0.939, 0.507, -1.934], [0.390, 0.536, -1.107], [0.257, 1.626, -0.008], [0.610, -0.618, -0.334], [-1.264, 1.381, -2.486], [-1.782, 0.288, -1.285], [-0.877, -0.224, -2.719], [1.271, 0.743, -1.815], [1.249, 1.843, 0.501], [-0.392, 1.372, 0.801], [-0.026, 2.583, -0.507], [3.366, 2.544, 1.908], [3.610, 3.314, 2.417], [3.895, 1.882, 2.331], [0.775, 2.918, 2.958], [1.501, 2.497, 2.468], [1.018, 3.790, 3.269], [-1.517, -0.901, 1.426], [-0.849, -0.572, 0.766], [-1.448, -0.484, 2.305], [0.138, -1.812, -4.158], [-0.369, -1.900, -3.334], [1.077, -1.643, -4.006], [1.947, -0.230, 2.041], [2.442, 0.548, 2.068], [1.533, -0.270, 1.205], [-3.984, 0.055, 0.510], [-3.560, 0.260, 1.350], [-3.480, -0.659, 0.175], [-0.961, 0.165, 3.876], [-1.316, 1.033, 3.623], [-0.044, 0.368, 3.694], [-2.767, 2.573, 0.475], [-2.904, 1.583, 0.500], [-1.938, 2.629, -0.005], [3.658, 1.179, -0.321], [3.755, 1.967, 0.188], [2.732, 1.055, -0.585], [-0.054, -3.732, 1.028], [-0.167, -3.318, 0.186], [0.276, -3.087, 1.655], [-2.967, -2.249, -4.324], [-2.884, -2.959, -4.966], [-2.099, -2.204, -3.980], [-0.713, -2.673, -1.498], [-1.608, -2.598, -1.299], [-0.401, -1.790, -1.197], [2.303, -2.388, -0.674], [1.823, -3.243, -0.685], [1.685, -1.682, -0.496]],
  "lumo_ev": 1.718,
  "spin_multiplicity": 1,
  "total_charge": -1,
  "e_tot_ev": -32313.2687,
  "max_force_ev_per_a": 3.2,
  "relative_energy_ev": 0.9405
}

=====

{
  "formula": "C6H6ClF",
  "method": "ωB97M-V/def2-TZVPD",
  "symbols": ["C", "C", "C", "C", "C", "C", "H", "H", "H", "H", "H", "H", "F", "Cl"],
  "coordinates": [[1.419, -0.484, -1.333], [0.211, -0.129, -0.542], [-0.985, 0.435, -0.828], [-1.829, 0.549, 0.427], [-1.157, 0.190, 1.520], [0.243, -0.282, 1.078], [1.259, -0.164, -2.453], [2.331, -0.061, -0.984], [1.680, -1.572, -1.249], [-1.231, 0.886, -1.809], [-2.722, 1.207, 0.443], [-1.339, 0.274, 2.665], [0.597, -1.605, 1.206], [1.525, 0.755, 1.858]],
  "lumo_ev": 0.217,
  "spin_multiplicity": 1,
  "e_tot_ev": -21557.4032,
  "smiles": "CC1=CC=C[C@]1(F)Cl",
  "max_force_ev_per_a": 2.8,
  "relative_energy_ev": 0.7579
}